[1]
C25H25N3O4 | ωB97M-V with the def2-TZVPD basis set

Positions of all 57 atoms, in Å:
C -1.813 2.902 -1.136
C -5.544 -1.135 -5.504
H 1.952 2.407 4.835
C 0.080 -2.275 -1.736
H -5.459 -1.517 -8.855
H 7.293 -0.393 3.919
C -0.683 2.274 0.962
H -2.737 0.575 -6.312
C -4.016 -0.432 -7.706
H 7.456 -2.099 5.760
H -1.918 -3.008 -2.099
H 0.386 -2.372 -2.775
H 6.295 -3.094 4.885
H 3.903 -1.477 6.271
C 4.319 1.186 4.244
C -4.395 -0.365 -5.337
C 0.976 0.822 3.704
H -1.767 -2.044 -0.613
C -5.925 -1.547 -6.766
H 0.579 -1.410 -1.307
H -3.422 -0.163 -8.567
C 4.390 -0.800 5.581
O -2.961 0.883 -3.960
C -5.161 -1.195 -7.868
O -1.923 -1.045 -2.419
C -1.303 0.580 -0.707
O -4.614 -0.284 -2.968
H -6.122 -1.396 -4.630
C 3.690 0.325 5.140
C -2.412 1.219 -2.733
C 6.289 -0.196 4.263
N -0.150 1.394 1.707
C -3.629 -0.016 -6.446
H 2.004 -0.270 6.041
C -1.436 -2.132 -1.654
H -0.711 3.334 1.249
H 5.982 -2.658 6.565
O 1.061 -0.350 3.446
H -0.874 -0.140 -0.030
H 0.390 -3.162 -1.191
H -1.791 3.938 -0.835
H 0.635 1.581 5.682
C 1.493 1.432 5.017
H -6.817 -2.142 -6.894
C 5.607 0.919 3.815
N 0.395 1.749 2.879
H 3.816 2.064 3.868
H 0.363 2.732 3.165
H 6.082 1.595 3.118
C -1.860 0.209 -1.920
C -1.277 1.918 -0.309
C 6.396 -2.300 5.626
C -4.024 0.048 -3.964
H -2.818 3.286 -2.996
C 5.678 -1.070 5.156
C -2.384 2.544 -2.343
N 2.435 0.573 5.683

Values from the calculation:
Energy relative to the best compared isomer or geometry (same formula, charge and spin) ... 74.9 kcal/mol
Structure (SMILES) ... CCOc1cc(/C=N/NC(=O)CNc2cccc(C)c2)ccc1OC(=O)c1ccccc1
Max |F| ... 1.0 eV Å⁻¹
HOMO ... -7.8561 eV


[2]
C15H12O8 | ωB97M-V with the def2-TZVPD basis set

Positions of all 35 atoms, in Å:
H 4.291 0.417 0.501
C -1.247 -3.226 3.347
H -2.825 0.329 0.749
H -1.314 -3.995 4.113
H -0.452 -3.491 2.647
H -0.035 -1.543 4.010
O 3.927 3.232 -0.188
O 1.760 -0.178 -2.698
C 0.692 -0.728 -1.956
O -2.478 -3.115 2.628
H -0.429 1.320 -3.411
O -3.499 -1.401 1.585
C -0.508 0.104 -1.649
O 1.841 3.078 -1.224
H -3.642 2.110 -0.734
C -1.184 -0.158 -0.482
H -0.806 -0.942 0.164
H 3.026 -0.799 -0.020
C -2.068 1.831 -2.178
C 1.780 2.430 -2.446
C -1.077 -1.840 3.921
O 1.578 2.883 -3.531
O -1.759 -1.025 2.964
H 4.410 -0.426 -1.027
O 0.770 -1.869 -1.598
H -2.423 2.615 -2.836
C -2.302 0.570 -0.177
C -0.960 1.092 -2.492
C 2.158 0.977 -2.089
C -2.661 -1.809 2.322
C 2.979 1.110 -1.050
C -2.750 1.562 -1.015
C 3.696 0.009 -0.316
H -1.563 -1.725 4.892
C 3.074 2.600 -0.725

Values from the calculation:
Structure (SMILES) ... CC1=C(OC(=O)c2ccccc2)C(=O)OC1=O.O=C1OCCO1
Max |F| ... 2.6 eV Å⁻¹
HOMO ... -9.8360 eV


[3]
C4H7NO2 | ωB97M-V with the def2-TZVPD basis set

Positions of all 14 atoms, in Å:
H 0.472 -1.910 -1.404
H 0.910 0.887 1.534
H 0.181 1.935 0.311
O 1.792 -0.457 -1.929
C 0.784 1.029 0.454
H -2.751 -0.315 1.344
O -1.460 -1.933 0.046
C 0.204 -0.227 -0.147
H 1.808 0.508 -1.871
H -1.645 0.985 1.204
C 0.788 -0.904 -1.147
C -1.064 -0.820 0.359
N -1.800 -0.011 1.194
H 1.783 1.234 0.053

Values from the calculation:
Energy relative to the best compared isomer or geometry (same formula, charge and spin) ... 17.1 kcal/mol
Structure (SMILES) ... C/C(=C\O)C(N)=O
Max |F| ... 0.4 eV Å⁻¹
HOMO ... -9.0703 eV


[4]
C2H5N2P | ωB97M-V with the def2-TZVPD basis set

Positions of all 10 atoms, in Å:
C 2.192 -0.190 -0.388
H -2.347 0.643 0.090
H 1.754 1.657 0.719
N 0.000 1.035 -0.221
N 1.703 -0.508 0.742
C 1.351 0.817 0.267
P -1.129 -0.044 0.128
H -1.738 -0.880 -0.965
H -1.113 -0.896 1.300
H 2.601 -0.490 -1.286

Values from the calculation:
Energy relative to the best compared isomer or geometry (same formula, charge and spin) ... 81.7 kcal/mol
Structure (SMILES) ... [PH3]=N[C@@H]1C=N1
Max |F| ... 3.7 eV Å⁻¹
HOMO ... -8.2367 eV


Asked for gap between HOMO and LUMO across the records above, the calculation gives 8.1; 9.6; 9.6; 9.1 eV in order.